{
  "formula": "C37H76O19",
  "method": "ωB97M-V/def2-TZVPD",
  "de_lowest_kj_mol": 0.0,
  "fmax_ha_per_bohr": 0.076,
  "molar_mass_g_mol": 825.00,
  "e_homo_ev": -10.027,
  "homo_lumo_gap_ev": 10.4,
  "multiplicity": 1,
  "smiles": "CCOC(C)=O.CCOC(C)=O.CCOC(C)=O.CCOC(C)=O.CCOC(C)=O.CCOC(C)=O.CCOC(C)=O.CCOC(C)=O.CCOC(C)=O.CO",
  "species": ["C", "C", "O", "C", "C", "O", "H", "H", "H", "H", "H", "H", "H", "H", "C", "C", "O", "C", "C", "O", "H", "H", "H", "H", "H", "H", "H", "H", "C", "C", "O", "C", "C", "O", "H", "H", "H", "H", "H", "H", "H", "H", "C", "C", "O", "C", "C", "O", "H", "H", "H", "H", "H", "H", "H", "H", "C", "C", "O", "C", "C", "O", "H", "H", "H", "H", "H", "H", "H", "H", "C", "C", "O", "C", "C", "O", "H", "H", "H", "H", "H", "H", "H", "H", "C", "C", "O", "C", "C", "O", "H", "H", "H", "H", "H", "H", "H", "H", "C", "C", "O", "C", "C", "O", "H", "H", "H", "H", "H", "H", "H", "H", "C", "C", "O", "C", "C", "O", "H", "H", "H", "H", "H", "H", "H", "H", "C", "O", "H", "H", "H", "H"],
  "xyz": [[-10.959295, -15.229662, -17.501774], [-10.063578, -14.205136, -18.112252], [-10.820546, -13.244706, -18.790411], [-10.342626, -11.967894, -18.928795], [-11.332394, -11.123148, -19.724402], [-9.243662, -11.578726, -18.648688], [-11.688527, -14.802033, -16.813706], [-10.384468, -15.973687, -16.950313], [-11.471160, -15.707365, -18.337176], [-9.448525, -13.714756, -17.357706], [-9.448003, -14.689310, -18.870369], [-11.136074, -10.058839, -19.854040], [-12.330843, -11.162245, -19.288896], [-11.371183, -11.575007, -20.715578], [-12.482025, -13.975127, -10.552479], [-11.933077, -14.182104, -11.953690], [-12.872751, -13.694694, -12.939429], [-13.361050, -14.462255, -13.937622], [-14.304871, -13.724236, -14.802779], [-13.026403, -15.635126, -14.177687], [-13.266197, -14.714952, -10.391742], [-12.858020, -12.956250, -10.459637], [-11.833346, -14.088540, -9.683894], [-11.028848, -13.576393, -12.013678], [-11.442992, -15.132454, -12.165248], [-14.336928, -12.641057, -14.685299], [-15.326946, -14.058719, -14.625033], [-14.005510, -13.965397, -15.822742], [-7.079260, -13.978442, -9.393129], [-8.564016, -13.946935, -9.335678], [-9.107621, -12.591650, -9.177618], [-9.047507, -11.592097, -10.188471], [-9.975143, -10.420592, -9.933450], [-8.395399, -11.681974, -11.215533], [-6.670906, -13.777956, -8.402603], [-6.717563, -13.342129, -10.200825], [-6.834158, -14.980497, -9.745142], [-8.974468, -14.424699, -10.225266], [-8.826226, -14.577744, -8.486311], [-10.980198, -10.631542, -10.298759], [-9.683670, -9.561086, -10.537096], [-9.948776, -10.321272, -8.848308], [-12.127488, -18.679693, -12.565975], [-11.401386, -17.804844, -11.588549], [-10.969022, -18.578852, -10.505547], [-10.198287, -18.014070, -9.597144], [-9.583018, -18.975168, -8.581439], [-9.889897, -16.836142, -9.561654], [-12.457597, -18.076845, -13.411969], [-12.995894, -19.164026, -12.119443], [-11.526196, -19.498990, -12.960054], [-10.540579, -17.393329, -12.115581], [-11.957620, -16.939503, -11.228132], [-9.812385, -19.965542, -8.974696], [-10.164892, -18.869121, -7.665863], [-8.512059, -18.781575, -8.520926], [-17.355012, -14.045799, -11.872762], [-16.459848, -14.980297, -11.089827], [-17.261036, -15.963799, -10.484842], [-16.656079, -17.023806, -9.986813], [-17.632818, -17.982802, -9.330516], [-15.452083, -17.334197, -10.120664], [-17.814318, -14.574949, -12.707710], [-16.827503, -13.200319, -12.314341], [-18.196720, -13.646078, -11.307218], [-15.653850, -15.507635, -11.600112], [-15.939198, -14.386045, -10.338891], [-18.157287, -18.492305, -10.138871], [-18.304965, -17.345805, -8.755600], [-17.199167, -18.666440, -8.600654], [-14.799723, -15.977125, -18.142298], [-15.971746, -16.641458, -18.862192], [-15.785811, -18.062940, -18.690809], [-16.271515, -18.646939, -17.604190], [-15.833823, -20.118295, -17.621595], [-16.977645, -18.149147, -16.730322], [-15.038817, -14.962398, -17.824083], [-13.899307, -15.924704, -18.754354], [-14.539031, -16.459380, -17.200193], [-16.949376, -16.422931, -18.432551], [-15.958552, -16.385834, -19.921714], [-14.782707, -20.191733, -17.342541], [-16.093588, -20.534124, -18.595099], [-16.433220, -20.629861, -16.868513], [-10.190810, -11.204605, -13.880843], [-10.263723, -10.545355, -15.209086], [-11.526631, -9.885269, -15.253229], [-12.507301, -10.342690, -16.070409], [-13.761778, -9.554955, -16.067096], [-12.539399, -11.426094, -16.686049], [-9.926494, -10.506677, -13.086401], [-9.464082, -12.016996, -13.883283], [-11.135010, -11.647910, -13.564531], [-9.449407, -9.824341, -15.280750], [-10.112299, -11.224263, -16.048280], [-13.564551, -8.603369, -16.560740], [-14.116026, -9.277934, -15.074192], [-14.595251, -10.128845, -16.472155], [-13.970381, -11.220875, -8.855102], [-14.317812, -10.862535, -7.415811], [-13.675773, -9.742194, -6.918345], [-12.411576, -9.805320, -6.395274], [-11.934605, -8.416023, -6.005246], [-11.658968, -10.785938, -6.325443], [-14.359655, -10.455729, -9.526749], [-14.481909, -12.137517, -9.148698], [-12.899438, -11.415019, -8.914192], [-15.391712, -10.688674, -7.347809], [-14.158237, -11.722965, -6.765983], [-12.165322, -7.753939, -6.839817], [-10.853970, -8.369422, -5.870433], [-12.407242, -8.103359, -5.074144], [-13.176671, -17.557741, -7.382316], [-13.842030, -16.234742, -7.543348], [-15.119656, -16.319427, -6.867287], [-16.040035, -15.342481, -7.003905], [-17.405016, -15.863890, -6.499139], [-15.882430, -14.155998, -7.309718], [-12.882908, -17.710452, -6.343813], [-12.285623, -17.528604, -8.009442], [-13.798132, -18.432946, -7.571792], [-13.308553, -15.371165, -7.146176], [-14.120176, -16.016255, -8.574368], [-17.550545, -16.942056, -6.566181], [-18.201103, -15.355104, -7.042727], [-17.495092, -15.574618, -5.452093], [-13.907377, -10.774801, -12.445550], [-14.582796, -9.562686, -12.241904], [-13.156759, -10.985642, -11.683837], [-14.668766, -11.528615, -12.245152], [-13.525036, -10.938627, -13.453062], [-15.285867, -9.436127, -12.883218]],
  "forces_ev_per_angstrom": [[-0.506, -0.249, -0.116], [1.171, -0.080, 0.396], [-0.758, 1.918, -0.363], [-0.555, 0.179, -1.174], [-0.679, -0.359, 0.129], [0.164, -0.516, 0.742], [-0.017, 0.081, -0.067], [0.052, -0.019, -0.115], [-0.278, -0.287, 0.267], [0.233, -0.011, -0.111], [0.465, -0.011, 0.201], [0.787, -0.246, 0.318], [0.011, -0.408, 0.007], [-0.156, -0.010, -0.065], [-0.821, -0.493, -0.122], [1.835, 0.527, 0.481], [-0.020, -0.512, 0.142], [1.535, -2.383, 0.084], [-0.565, 0.471, -0.561], [-0.595, 2.614, 0.990], [-0.468, 0.249, 0.116], [-0.296, -0.207, -0.201], [0.741, -0.211, -0.529], [-0.154, 0.775, -0.417], [-1.155, -0.486, -0.162], [0.418, -0.136, 0.172], [0.027, -0.356, -0.082], [-0.290, 0.085, -0.048], [0.371, -0.101, -0.744], [-0.118, 0.527, -0.670], [-0.355, 1.299, -0.909], [0.385, -1.964, -0.991], [0.466, -0.790, 0.435], [-0.547, -0.375, 1.543], [0.384, 0.116, -0.305], [0.211, 0.352, 0.424], [0.286, -0.249, 0.441], [-0.261, 0.271, -0.057], [-0.816, 0.630, 0.103], [-0.102, -0.467, 0.339], [0.474, -0.003, 0.484], [-0.483, 0.717, -0.073], [-0.765, -0.362, -0.136], [0.121, 0.875, -1.143], [0.202, -1.079, 0.816], [1.758, 0.947, 0.979], [-1.465, -0.348, -1.307], [-0.706, -0.324, -0.533], [-0.060, 0.052, 0.068], [-0.157, 0.203, 0.087], [0.382, 0.166, 0.118], [0.326, 0.121, 0.190], [-0.374, -0.237, -0.014], [0.431, -0.236, 0.277], [0.523, 0.136, 0.270], [-0.297, 0.007, 0.341], [-0.337, -0.393, -0.967], [0.960, 1.100, -0.059], [-0.608, -0.175, 0.746], [2.745, -2.806, -0.011], [-0.142, 1.140, 0.311], [-2.572, 1.609, 0.211], [0.006, -0.123, -0.121], [0.288, -0.055, 0.215], [0.258, -0.079, 0.420], [-0.180, 0.264, -0.713], [-0.076, -0.121, 0.493], [-0.144, -0.109, 0.241], [-0.512, -0.223, -0.254], [0.408, -0.016, -0.549], [-0.133, 0.694, 0.323], [0.393, -0.083, 1.097], [0.005, 0.336, -0.944], [-0.842, -0.778, 1.408], [-1.024, 0.663, 0.624], [1.262, -0.278, -1.657], [-0.118, 0.209, -0.332], [-0.109, -0.122, -0.073], [-0.155, -0.370, -0.101], [0.144, 0.378, 0.022], [-0.074, -0.458, 0.031], [-0.010, -0.092, -0.391], [0.523, -0.048, 0.002], [0.140, -0.021, 0.016], [0.249, -0.851, 1.091], [0.473, -0.432, -0.215], [-1.201, 0.598, -1.714], [-0.382, -3.180, -0.105], [-0.493, 1.089, 0.647], [1.412, 2.173, 1.254], [0.164, 0.009, -0.095], [0.200, 0.126, 0.108], [-0.187, -0.086, -0.344], [-0.373, 0.430, -0.156], [-0.463, -0.084, 0.026], [-0.362, -0.009, -0.295], [0.530, 0.066, 0.327], [0.450, 0.134, -0.569], [-0.201, 0.095, 0.435], [-1.068, -2.210, -0.326], [1.730, 1.272, 0.937], [1.820, -1.166, -0.385], [-0.077, -0.212, -0.276], [-2.526, 1.629, -0.350], [0.543, 0.205, -0.134], [-0.070, -0.136, 0.294], [0.025, 0.308, -0.326], [0.024, 0.371, 0.030], [0.334, -0.067, 0.036], [-0.325, 0.231, 0.288], [-0.122, -0.458, 0.070], [-0.175, 0.192, -0.203], [0.602, -0.184, 0.635], [-1.299, 0.803, -0.344], [-0.742, 0.560, -0.207], [-0.651, 1.070, 0.881], [0.344, 0.432, -0.320], [0.414, -2.641, -0.013], [0.318, 0.242, 0.099], [0.009, -0.366, 0.028], [-0.165, 0.341, -0.682], [0.316, -0.209, 0.074], [0.440, -0.118, -0.166], [0.331, 0.118, -0.053], [0.086, 0.039, 0.002], [0.044, 0.023, 0.037], [-1.353, -1.246, 0.152], [0.626, 1.304, 0.313], [0.217, 0.706, -0.158], [0.152, -0.750, -0.266], [0.276, 0.255, 0.053], [0.075, -0.259, -0.047]]
}